Entry 1:
Molecular formula: C18H27Cl2N2O4Pb
Method: DFT, ωB97M-V/def2-TZVPD

ΔE to the lowest compared entry with this formula, charge and spin: 0.0 kJ/mol
strongest force on any atom: 0.04735 Eh/bohr
DFT total energy: -2225.8527 a.u.
molar mass: 613.53 g/mol
LUMO level: 2.52 eV
Kohn-Sham gap: 5.6 eV

Structure (ORCA input):
```
! RIJCOSX wB97M-V def2-TZVPD def2/J DEFGRID3
* xyz -1 1
O 1.433 0.263 -1.862
C 1.211 1.353 -2.356
C 1.439 1.648 -3.805
C 1.354 0.628 -4.774
H 0.793 -0.286 -4.549
C 1.932 0.811 -6.044
H 1.886 0.004 -6.789
C 2.558 2.022 -6.354
H 3.089 2.128 -7.302
C 2.459 3.091 -5.444
H 2.851 4.053 -5.721
C 1.897 2.918 -4.195
H 1.764 3.727 -3.482
H 0.861 2.235 -1.756
C 3.430 -0.009 1.261
C 2.269 -0.300 2.127
H 4.372 0.219 1.797
H 3.175 0.863 0.645
H 3.612 -0.820 0.540
C 2.145 -0.360 3.438
C 3.256 -0.390 4.487
H 1.141 -0.433 3.879
H 4.213 -0.077 4.040
H 3.364 -1.382 4.963
H 2.985 0.304 5.295
Pb 0.228 -0.660 0.608
Cl 1.230 -2.538 -0.895
Cl -0.356 2.020 0.374
H -2.208 -1.824 -3.254
H -2.513 -4.145 -3.238
C -1.821 -1.789 -2.229
C -2.153 -4.248 -2.205
N -2.269 -2.970 -1.522
H -2.172 -0.887 -1.717
C -2.598 -2.927 -0.213
O -2.444 -1.916 0.503
H -2.769 -4.980 -1.673
H -3.034 -3.873 0.173
H -0.718 -1.787 -2.254
H -1.104 -4.589 -2.207
H -3.681 1.457 5.510
H -4.698 2.502 3.383
C -2.701 1.692 5.083
C -3.666 2.666 3.037
N -2.771 1.683 3.635
H -1.984 0.945 5.403
C -2.113 0.748 2.920
O -1.347 -0.119 3.371
H -3.622 2.557 1.950
H -2.296 0.826 1.836
H -2.402 2.685 5.432
H -3.359 3.682 3.320
O -0.045 -3.534 3.879
C -0.103 -2.888 2.950
*
```

These are the Mulliken partial charges, in e, on atoms 1 to 8: number 1, O, carries -0.384; number 2, C, carries 0.017; number 3, C, carries 0.309; number 4, C, carries -0.257; number 5, H, carries 0.325; number 6, C, carries -0.460; number 7, H, carries 0.336; number 8, C, carries -0.389



Entry 2:
Molecular formula: C18H27ClF8IO5P
Method: DFT, ωB97M-V/def2-TZVPD

strongest force on any atom: 0.02060 Eh/bohr
DFT total energy: -2976.2988 a.u.
molar mass: 668.72 g/mol
LUMO level: 3.10 eV
Kohn-Sham gap: 1.3 eV

Structure (ORCA input):
```
! RIJCOSX wB97M-V def2-TZVPD def2/J DEFGRID3
* xyz -2 1
C -1.644 1.853 2.908
C -0.711 0.720 2.468
C 0.759 1.010 2.740
I 1.369 2.954 2.095
C 1.723 -0.091 2.245
Cl 3.230 0.027 3.228
C 2.147 -0.038 0.786
C 0.997 -0.195 -0.210
O 0.407 1.011 -0.618
C 1.168 1.762 -1.536
C 0.518 1.764 -2.903
F 0.228 0.495 -3.247
F 1.446 2.241 -3.759
C -0.778 2.629 -3.031
F -1.360 2.709 -1.790
F -1.652 2.045 -3.820
C -0.556 4.085 -3.530
F 0.484 4.641 -2.834
F -1.671 4.757 -3.136
C -0.355 4.265 -5.062
F 0.973 4.509 -5.264
F -1.009 5.445 -5.398
O 1.149 -1.395 2.380
C 0.837 -1.899 3.584
O 0.833 -1.264 4.614
P 0.363 -3.700 3.445
C -1.428 -3.479 3.800
C -2.155 -3.190 2.478
C 1.086 -4.367 4.998
C 0.291 -4.139 6.289
H -1.866 2.514 2.077
H -2.597 1.430 3.222
H -1.236 2.422 3.738
H -0.885 0.545 1.411
H -0.986 -0.161 3.040
H 0.884 1.037 3.815
H 2.797 -0.899 0.639
H 2.757 0.840 0.610
H 0.217 -0.822 0.209
H 1.370 -0.739 -1.079
H 1.256 2.785 -1.178
H 2.169 1.358 -1.684
H -0.699 3.390 -5.668
H -1.546 -2.628 4.469
H -1.812 -4.361 4.302
H -1.489 -2.681 1.783
H -2.449 -4.116 1.997
H -3.022 -2.558 2.643
H 1.147 -5.437 4.807
H 2.106 -4.005 5.102
H 0.907 -4.344 7.160
H -0.103 -3.129 6.339
H -0.558 -4.818 6.315
O -0.494 -1.843 -7.620
C -0.646 -0.491 -7.627
C -0.115 0.282 -6.370
O -0.280 1.646 -6.378
H -1.716 -0.141 -7.712
H -0.138 0.030 -8.491
H 0.955 -0.040 -6.275
H -0.617 -0.233 -5.515
*
```

These are the Mulliken partial charges, in e, on atoms 1 to 8: number 1, C, carries -1.658; number 2, C, carries 0.802; number 3, C, carries -1.394; number 4, I, carries 0.108; number 5, C, carries 1.089; number 6, Cl, carries -0.185; number 7, C, carries -1.209; number 8, C, carries -0.946



Entry 3:
Molecular formula: C18H27ClLuNO4P2
Method: DFT, ωB97M-V/def2-TZVPD

ΔE to the lowest compared entry with this formula, charge and spin: 500.3 kJ/mol
strongest force on any atom: 0.18660 Eh/bohr
DFT total energy: -3435.6893 a.u.
molar mass: 593.79 g/mol
LUMO level: -7.53 eV
Kohn-Sham gap: 6.0 eV

Structure (ORCA input):
```
! RIJCOSX wB97M-V def2-TZVPD def2/J DEFGRID3
* xyz 2 1
Lu 0.000 0.000 0.000
P 2.044 -1.021 0.265
C 2.348 -1.485 -1.543
C 1.049 -1.788 -2.279
N -0.081 -1.228 -1.770
C -1.259 -1.448 -2.411
C -1.347 -2.226 -3.569
C -0.178 -2.789 -4.087
C 1.040 -2.568 -3.438
C -2.500 -0.839 -1.772
P -2.077 0.663 -0.701
H 1.955 -2.988 -3.828
H -2.298 -2.393 -4.053
H -0.214 -3.391 -4.984
H -3.231 -0.558 -2.530
H -2.959 -1.599 -1.139
H 2.812 -0.660 -2.024
H 3.038 -2.327 -1.598
H 1.765 3.817 -2.397
O 2.605 3.689 -2.995
H 2.359 4.024 -3.902
H -1.550 4.866 -0.345
O -1.165 5.670 -0.824
H -1.614 6.470 -0.417
C -2.298 2.054 -1.950
H -3.281 1.999 -2.418
H -2.203 3.021 -1.456
H -1.539 1.981 -2.729
C -3.639 0.828 0.338
H -3.597 1.741 0.932
H -4.521 0.867 -0.301
H -3.734 -0.024 1.011
C 2.112 -2.704 1.103
H 3.034 -3.223 0.844
H 2.071 -2.584 2.186
H 1.266 -3.312 0.785
C 3.699 -0.250 0.721
H 3.726 -0.020 1.786
H 4.515 -0.934 0.488
H 3.848 0.671 0.156
Cl -0.072 1.934 8.739
C -0.113 1.435 7.058
C -0.313 0.091 6.736
C -0.344 -0.311 5.400
C -0.174 0.630 4.365
C 0.027 1.980 4.696
C 0.055 2.378 6.038
C -0.198 0.180 2.958
O -0.392 -1.094 2.693
O -0.004 1.001 1.946
H -0.442 -0.646 7.520
H -0.498 -1.360 5.179
H 0.163 2.724 3.922
H 0.212 3.420 6.286
*
```

These are the Mulliken partial charges, in e, on atoms 1 to 8: number 1, Lu, carries 1.075; number 2, P, carries 0.691; number 3, C, carries -1.208; number 4, C, carries 0.774; number 5, N, carries -0.211; number 6, C, carries 0.727; number 7, C, carries -0.958; number 8, C, carries -0.369



Entry 4:
Molecular formula: C18H27ClN2SSn
Method: DFT, ωB97M-V/def2-TZVPD

strongest force on any atom: 0.07248 Eh/bohr
DFT total energy: -1884.2275 a.u.
molar mass: 457.66 g/mol
LUMO level: 4.56 eV
Kohn-Sham gap: 3.9 eV

Structure (ORCA input):
```
! RIJCOSX wB97M-V def2-TZVPD def2/J DEFGRID3
* xyz -2 1
Sn 1.127 -0.801 1.844
Cl -1.241 -0.935 1.965
C 1.516 -1.607 -0.772
C 1.443 -1.435 -2.131
C 2.232 -2.299 -2.957
C 3.062 -3.271 -2.367
C 3.056 -3.414 -0.979
C 2.248 -2.595 -0.164
H 0.784 -0.675 -2.589
H 2.204 -2.216 -4.048
H 3.681 -4.177 -0.505
H 2.233 -2.778 0.918
C 3.969 -4.179 -3.181
H 4.735 -4.626 -2.526
H 4.484 -3.629 -3.981
H 3.414 -5.008 -3.649
C -1.635 2.705 -3.420
N -0.531 2.169 -2.791
H -3.541 1.751 -3.902
N -2.031 0.636 -2.826
H -1.680 3.694 -3.815
C 0.645 2.964 -2.350
C 0.924 4.036 -3.378
C 0.339 3.647 -1.017
H 0.147 4.805 -3.412
H 1.852 4.536 -3.095
H 1.073 3.614 -4.375
H 2.717 2.662 -2.072
H 1.970 1.425 -3.094
H 0.337 2.933 -0.185
C 1.828 2.033 -2.199
H -0.605 4.209 -1.047
H 1.142 4.371 -0.822
H 1.728 1.404 -1.308
C -2.569 1.737 -3.469
C -3.760 -0.245 -1.300
H -4.435 0.584 -1.528
H -4.374 -1.133 -1.116
C -2.816 -0.567 -2.446
H -2.383 -2.552 -1.824
C -3.634 -1.036 -3.629
H -3.003 -1.213 -4.505
H -3.222 -0.035 -0.372
H -1.357 -1.324 -1.055
H -4.433 -0.328 -3.876
H -4.105 -1.987 -3.363
C -1.830 -1.620 -1.997
H -1.076 -1.810 -2.761
C -0.764 0.889 -2.472
S 1.898 1.334 1.762
*
```

These are the Mulliken partial charges, in e, on atoms 1 to 8: number 1, Sn, carries 0.181; number 2, Cl, carries -0.559; number 3, C, carries 0.257; number 4, C, carries -0.437; number 5, C, carries -1.081; number 6, C, carries 1.147; number 7, C, carries -0.938; number 8, C, carries -0.282



Entry 5:
Molecular formula: C18H27ClNO4P2Tc
Method: DFT, ωB97M-V/def2-TZVPD

ΔE to the lowest compared entry with this formula, charge and spin: 0.0 kJ/mol
strongest force on any atom: 0.08507 Eh/bohr
DFT total energy: -2280.5263 a.u.
molar mass: 516.82 g/mol
LUMO level (spin up / spin down): -10.20 / -13.39 eV
⟨S²⟩: 3.78
Kohn-Sham gap (spin up / spin down): 7.3 / 4.4 eV

Structure (ORCA input):
```
! RIJCOSX wB97M-V def2-TZVPD def2/J DEFGRID3
* xyz 3 4
Tc 0.164 -0.057 -0.093
P -0.502 -0.608 1.978
C -2.086 -1.492 1.694
C -2.833 -0.694 0.655
N -2.088 0.041 -0.213
C -2.708 0.708 -1.217
C -4.100 0.800 -1.277
C -4.861 0.070 -0.374
C -4.223 -0.695 0.579
C -1.854 1.291 -2.313
P -0.205 0.524 -2.182
H -4.760 -1.275 1.328
H -4.534 1.415 -2.055
H -5.946 0.109 -0.421
H -2.261 1.110 -3.321
H -1.744 2.373 -2.162
H -1.790 -2.481 1.266
H -2.640 -1.515 2.646
H 0.541 -3.381 -1.585
O -0.164 -3.474 -0.873
H -0.438 -4.400 -0.921
H 2.471 -2.427 -2.108
O 1.758 -2.900 -2.609
H 2.147 -3.198 -3.436
C -0.361 -0.928 -3.250
H -0.804 -0.647 -4.213
H 0.644 -1.356 -3.382
H -0.973 -1.678 -2.728
C 0.909 1.678 -3.015
H 1.910 1.224 -3.071
H 0.546 1.925 -4.024
H 0.966 2.604 -2.425
C -0.845 0.693 3.205
H -1.353 0.258 4.078
H 0.111 1.152 3.504
H -1.488 1.458 2.750
C 0.527 -1.809 2.848
H 1.550 -1.417 2.900
H 0.138 -1.992 3.855
H 0.538 -2.744 2.277
Cl 7.821 2.673 2.238
C 6.278 2.157 1.699
C 5.165 2.986 1.908
C 3.910 2.556 1.477
C 3.789 1.308 0.872
C 4.889 0.491 0.653
C 6.148 0.912 1.067
C 2.448 0.837 0.472
O 1.390 1.543 0.672
O 2.266 -0.319 -0.076
H 5.287 3.946 2.402
H 3.026 3.171 1.607
H 4.744 -0.464 0.164
H 7.022 0.292 0.909
*
```

These are the Mulliken partial charges, in e, on atoms 1 to 8: number 1, Tc, carries 0.024; number 2, P, carries 0.982; number 3, C, carries -0.943; number 4, C, carries 0.487; number 5, N, carries 0.095; number 6, C, carries 0.352; number 7, C, carries -0.929; number 8, C, carries -0.445



Entry 6:
Molecular formula: C18H27FeN3S2
Method: DFT, ωB97M-V/def2-TZVPD

ΔE to the lowest compared entry with this formula, charge and spin: 0.0 kJ/mol
strongest force on any atom: 0.03034 Eh/bohr
DFT total energy: -2925.9221 a.u.
molar mass: 405.41 g/mol
LUMO level (spin up / spin down): -6.27 / -6.65 eV
⟨S²⟩: 6.01
Kohn-Sham gap (spin up / spin down): 8.6 / 8.2 eV

Structure (ORCA input):
```
! RIJCOSX wB97M-V def2-TZVPD def2/J DEFGRID3
* xyz 2 5
Fe 0.014 0.285 0.110
S -2.287 0.093 -0.575
S 2.373 0.803 -0.066
C -2.300 0.012 -2.439
C -2.748 1.861 -0.351
C -1.615 2.792 -0.767
N -0.394 2.474 -0.010
C 0.831 3.166 -0.456
C 2.072 2.582 0.224
H -2.997 1.942 0.710
H -3.661 2.059 -0.922
H -1.953 3.827 -0.608
H -1.403 2.666 -1.838
H 0.794 4.250 -0.251
H 0.900 3.038 -1.546
H 2.037 2.689 1.311
H 2.977 3.066 -0.145
C 2.749 0.887 -1.850
H -0.553 2.650 0.993
H 1.925 1.266 -2.460
H 2.994 -0.136 -2.152
H 3.640 1.519 -1.950
H -2.148 -1.048 -2.673
H -1.483 0.620 -2.848
H -3.272 0.345 -2.831
C -1.034 1.383 3.686
C -1.084 0.162 4.245
H -1.786 1.805 2.998
H -0.180 2.058 3.936
H -1.824 -0.591 3.967
H -0.361 -0.153 5.032
C 0.875 -3.038 -3.135
C 1.102 -4.163 -2.336
C 0.984 -4.017 -0.964
C 0.645 -2.761 -0.412
N 0.427 -1.665 -1.200
C 0.527 -1.823 -2.533
C 0.741 -2.554 1.041
C 1.173 -3.555 1.941
C 1.403 -3.219 3.270
C 1.239 -1.896 3.668
C 0.896 -0.946 2.723
N 0.581 -1.269 1.460
H 0.948 -3.116 -4.206
H 1.397 -5.129 -2.728
H 1.221 -4.830 -0.303
H 0.319 -0.971 -3.170
H 1.407 -4.558 1.598
H 1.737 -3.973 3.973
H 1.307 -1.549 4.703
H 0.766 0.105 2.969
*
```

These are the Mulliken partial charges, in e, on atoms 1 to 8: number 1, Fe, carries 0.317; number 2, S, carries -0.050; number 3, S, carries 0.071; number 4, C, carries -0.906; number 5, C, carries -0.607; number 6, C, carries -0.708; number 7, N, carries 0.060; number 8, C, carries -0.684



Entry 7:
Molecular formula: C18H27N2O5P2STm
Method: DFT, ωB97M-V/def2-TZVPD

ΔE to the lowest compared entry with this formula, charge and spin: 376.8 kJ/mol
strongest force on any atom: 0.19457 Eh/bohr
DFT total energy: -3353.2436 a.u.
molar mass: 614.37 g/mol
LUMO level (spin up / spin down): -7.31 / -7.23 eV
⟨S²⟩: 2.00
Kohn-Sham gap (spin up / spin down): 7.5 / 7.6 eV

Structure (ORCA input):
```
! RIJCOSX wB97M-V def2-TZVPD def2/J DEFGRID3
* xyz 2 3
Tm -0.373 -0.301 -0.206
P -1.577 -0.882 1.666
C -2.516 -2.352 0.935
C -2.804 -2.162 -0.549
N -1.979 -1.317 -1.224
C -2.181 -1.139 -2.556
C -3.202 -1.792 -3.252
C -4.038 -2.665 -2.550
C -3.839 -2.857 -1.180
C -1.260 -0.145 -3.252
P 0.385 0.053 -2.338
H -4.470 -3.533 -0.622
H -3.347 -1.626 -4.309
H -4.833 -3.187 -3.062
H -1.076 -0.443 -4.285
H -1.765 0.821 -3.274
H -1.912 -3.219 1.042
H -3.435 -2.521 1.496
H 2.432 -4.245 -0.119
O 2.040 -5.131 0.256
H 2.170 -5.820 -0.453
H 4.424 -1.150 -1.780
O 5.018 -1.968 -1.736
H 5.950 -1.635 -1.902
C 1.437 -1.226 -3.235
H 1.408 -1.061 -4.312
H 2.473 -1.160 -2.901
H 1.064 -2.229 -3.027
C 1.025 1.662 -3.075
H 2.042 1.852 -2.730
H 1.030 1.610 -4.163
H 0.391 2.495 -2.769
C -2.989 0.233 2.214
H -3.684 -0.314 2.851
H -2.598 1.084 2.773
H -3.530 0.604 1.343
C -0.962 -1.618 3.284
H -0.479 -0.850 3.888
H -1.792 -2.041 3.851
H -0.242 -2.412 3.082
O -0.917 2.667 0.749
C 0.224 2.444 1.120
N 0.849 1.285 0.842
S 2.460 1.175 1.529
O 2.205 -0.143 2.274
O 3.162 0.901 0.192
C 2.234 2.816 2.244
C 3.133 3.528 3.040
C 2.758 4.798 3.518
C 1.498 5.338 3.197
C 0.608 4.614 2.394
C 0.999 3.357 1.932
H 4.098 3.111 3.291
H 3.437 5.366 4.140
H 1.213 6.313 3.571
H -0.367 5.020 2.150
*
```

These are the Mulliken partial charges, in e, on atoms 1 to 8: number 1, Tm, carries -0.355; number 2, P, carries 1.088; number 3, C, carries -1.319; number 4, C, carries 0.804; number 5, N, carries 0.151; number 6, C, carries 0.740; number 7, C, carries -0.998; number 8, C, carries -0.409



Entry 8:
Molecular formula: C18H27N3O2
Method: DFT, ωB97M-V/def2-TZVPD

ΔE to the lowest compared entry with this formula, charge and spin: 222.9 kJ/mol
strongest force on any atom: 0.02191 Eh/bohr
SMILES string: CCCCNC(=O)c1ccc2c(OCC)n(CCCC)nc2c1
DFT total energy: -1016.8417 a.u.
molar mass: 317.43 g/mol
LUMO level: 0.54 eV
Kohn-Sham gap: 8.5 eV

Structure (ORCA input):
```
! RIJCOSX wB97M-V def2-TZVPD def2/J DEFGRID3
* xyz 0 1
C 5.034 1.835 -1.541
C 5.582 1.567 -2.938
C 4.502 1.431 -4.011
C 3.621 0.187 -3.869
N 2.618 0.325 -2.841
C 2.440 -0.586 -1.855
O 3.115 -1.593 -1.759
C 1.338 -0.257 -0.902
C 1.108 1.080 -0.490
C 0.117 1.399 0.393
C -0.694 0.363 0.887
C -1.785 0.265 1.755
O -2.487 1.195 2.452
C -1.980 1.510 3.749
C -0.680 2.301 3.714
N -2.123 -1.044 1.799
C -3.252 -1.614 2.486
C -4.564 -1.259 1.783
C -4.650 -1.871 0.387
C -5.946 -1.482 -0.314
N -1.358 -1.812 1.035
C -0.468 -0.990 0.468
C 0.573 -1.291 -0.421
H 5.851 2.039 -0.852
H 4.373 2.700 -1.548
H 4.486 0.976 -1.167
H 6.243 2.391 -3.222
H 6.181 0.655 -2.918
H 4.991 1.382 -4.986
H 3.867 2.322 -4.006
H 4.223 -0.683 -3.598
H 3.128 -0.015 -4.829
H 1.985 1.105 -2.914
H 1.757 1.861 -0.860
H -0.049 2.419 0.705
H -2.776 2.101 4.209
H -1.840 0.589 4.330
H -0.388 2.561 4.728
H -0.813 3.214 3.141
H 0.115 1.712 3.261
H -3.097 -2.695 2.489
H -3.270 -1.243 3.515
H -4.643 -0.172 1.715
H -5.392 -1.622 2.395
H -3.800 -1.537 -0.210
H -4.588 -2.958 0.466
H -6.013 -0.402 -0.421
H -6.807 -1.824 0.257
H -5.992 -1.929 -1.304
H 0.763 -2.307 -0.727
*
```

These are the Mulliken partial charges, in e, on atoms 1 to 8: number 1, C, carries -0.955; number 2, C, carries -0.454; number 3, C, carries -0.632; number 4, C, carries -0.693; number 5, N, carries -0.104; number 6, C, carries 0.183; number 7, O, carries -0.666; number 8, C, carries 0.966